Below is C7H15CaO3 as an isolated structure in a non-equilibrium geometry, with properties calculated with ωB97M-V/def2-TZVPD.

Each line ends with the natural charge from an NBO analysis.
Geometry (Å):
C (-2.00687, -2.04350, 2.36433)  -0.62
C (-1.43119, -1.31131, 1.16866)  -0.05
O (-2.19009, -0.14006, 0.96499)  -0.51
C (-2.06346, 0.52045, -0.27489)  -0.15
C (-1.08590, 1.65818, -0.20956)  0.08
O (-0.03147, 1.53005, 0.65347)  -0.51
C (1.28084, 1.44713, 0.16526)  -0.07
C (1.38839, 0.86028, -1.23017)  0.04
C (2.83177, 0.56987, -1.58698)  -0.62
O (0.85872, -0.49266, -1.25809)  -0.82
H (-2.19465, -1.33676, 3.17400)  0.23
H (-1.29419, -2.78896, 2.72539)  0.21
H (-2.94399, -2.54415, 2.11991)  0.22
H (-1.45002, -1.93738, 0.26390)  0.15
H (-0.37310, -1.05990, 1.35248)  0.15
H (-1.85486, -0.21256, -1.07742)  0.16
H (-3.03579, 0.96410, -0.50984)  0.22
H (-1.53462, 2.64508, -0.10258)  0.17
H (1.85780, 0.84010, 0.87622)  0.18
H (1.73891, 2.44382, 0.13379)  0.20
H (0.88960, 1.53571, -1.93777)  0.23
H (3.56475, 1.37364, -1.55231)  0.27
H (2.84857, 0.05442, -2.54883)  0.22
H (3.06940, -0.09577, -0.75725)  0.07
H (0.22290, -0.60046, -1.96975)  0.52
Ca (2.93857, -1.87937, -0.94695)  1.01

Results
HOMO: -0.312 hartree
F_max: 0.0558 hartree/bohr
E: -1178.56011 a.u.
gap between HOMO and LUMO: 2.649 eV
charge: +1